[1]
{"formula": "C28H50N5O15P2S3Si", "method": "ωB97M-V/def2-TZVPD", "total_charge": 1, "gap_ev": 8.25, "elements": ["S", "S", "S", "P", "P", "Si", "O", "O", "O", "O", "O", "O", "O", "O", "O", "O", "O", "O", "O", "O", "O", "N", "N", "N", "N", "N", "C", "C", "C", "C", "C", "C", "C", "C", "C", "C", "C", "C", "C", "C", "C", "C", "C", "C", "C", "C", "C", "C", "C", "C", "C", "C", "C", "C", "H", "H", "H", "H", "H", "H", "H", "H", "H", "H", "H", "H", "H", "H", "H", "H", "H", "H", "H", "H", "H", "H", "H", "H", "H", "H", "H", "H", "H", "H", "H", "H", "H", "H", "H", "H", "H", "H", "H", "H", "H", "H", "H", "H", "H", "H", "H", "H", "H", "H"], "xyz": [[-8.10734, -2.79611, 0.56566], [3.04280, -1.71985, 4.02364], [-0.49455, 0.38840, 2.64298], [-1.33905, -2.17653, 1.32241], [1.94776, -2.30936, 2.53989], [3.91135, -1.76994, -0.35705], [-8.89780, 0.90752, 0.55834], [0.40093, 6.91639, 3.32241], [1.96144, 3.29923, -1.77611], [0.05707, 4.46422, -1.56767], [-6.90714, -0.08367, 0.85810], [3.23672, -5.70705, -5.77717], [-3.88419, 1.76940, 0.89673], [-1.03137, -1.73433, -2.98649], [0.52914, 5.51767, 1.59795], [4.97272, -4.98601, -4.53364], [2.30646, 6.79514, 2.12224], [2.95975, -5.34925, -3.59914], [-1.82989, 2.53941, 0.89986], [-0.48953, -3.57765, 1.06977], [0.02453, -2.31896, -1.22592], [-0.41892, 0.05876, 0.00966], [0.29586, 1.67169, -1.46225], [1.65789, -0.17045, -1.07005], [-0.11520, -2.35664, -2.64192], [2.15097, 0.18415, 1.82785], [4.58177, -0.88048, -1.87285], [0.52103, 0.51473, -0.82727], [-0.69000, 5.19280, 2.27159], [-0.93151, 6.43393, 3.10983], [2.07282, 5.42314, -0.69549], [1.64563, -5.56086, -4.13035], [1.19247, 6.45176, 2.33101], [-1.78434, -2.41872, 3.09276], [2.55566, 1.35507, 1.51878], [-6.01758, 0.89170, 0.28416], [4.10840, -3.59678, -0.73239], [-2.26857, 0.65974, 2.34584], [5.03763, -1.46585, 1.10334], [1.25163, 4.38940, -1.37604], [1.16952, 2.30309, -2.41297], [1.86934, 2.58135, 2.06802], [-5.93059, 0.76553, -1.22617], [1.50044, -0.94528, 1.26632], [3.83010, 1.65774, 0.76000], [-0.06422, -0.69213, 1.23723], [-4.69898, 0.58754, 0.96330], [-8.63201, -1.29264, -0.32199], [3.83992, -5.31862, -4.63489], [1.38068, -2.54138, -0.84510], [-2.62366, 1.72618, 1.32483], [2.00213, -1.29321, -0.16856], [-8.19032, -0.04747, 0.38561], [1.94529, -6.23626, -5.45628], [5.44887, -1.46826, -2.17441], [5.97385, -1.06223, 0.70901], [-1.41616, 6.23045, 4.06033], [-1.49936, 7.19562, 2.57370], [3.48153, -4.24657, -0.12533], [3.73797, 1.46961, -0.31207], [2.44991, -3.39119, 1.79969], [1.43830, -3.43906, -0.24577], [-1.47439, 4.98838, 1.54908], [1.23373, -5.99117, -6.23920], [-9.30857, -3.20765, 0.97487], [-6.00029, -0.28827, -1.49608], [-6.37701, 1.87741, 0.58205], [0.56438, 2.72826, -3.20784], [-9.71019, -1.28631, -0.41719], [4.11113, 2.70049, 0.87178], [2.44424, 0.44564, -1.23119], [1.93298, -2.69788, -1.77434], [-4.22381, -0.27432, 0.49077], [4.65627, 1.06741, 1.14400], [-0.98617, -2.25137, 3.80988], [3.97351, -3.81608, -1.78950], [4.69755, -0.80808, 1.89346], [-1.09606, 0.78498, 0.18325], [1.05955, -6.17536, -3.45235], [0.93118, 2.77566, 1.54906], [-0.56625, -4.17793, 1.81960], [-4.91665, 0.33113, 2.00025], [-6.73362, 1.30446, -1.72386], [2.02225, -7.32030, -5.36557], [2.49413, 3.46577, 2.00438], [-0.52593, 4.30172, 2.88181], [1.86993, 1.60156, -2.85361], [1.15565, -4.59326, -4.25590], [5.29675, -2.41117, 1.58048], [1.63720, 5.63590, 0.27907], [-4.98020, 1.14951, -1.59121], [-2.77515, -0.27226, 2.11827], [-2.08160, -3.46862, 3.15989], [-0.52525, 2.21306, -1.22186], [-2.66432, -1.83587, 3.34387], [3.10941, 5.12912, -0.56761], [4.90360, 0.14157, -1.68733], [5.14156, -3.84249, -0.48348], [3.87038, -0.93069, -2.69840], [1.66406, 2.40522, 3.12377], [2.03160, 6.34247, -1.27755], [-8.16919, -1.32260, -1.30606], [-2.66099, 0.96852, 3.31708], [0.74660, -2.77524, 3.05593]], "atomic_forces_ev_per_a": [[0.25, -0.17, -0.01], [0.00, -0.08, -0.23], [0.25, 0.31, 0.19], [-0.64, 0.11, -0.70], [0.45, 0.59, 0.97], [0.79, -0.01, 0.08], [0.41, -0.27, -0.28], [0.09, -0.03, -0.11], [0.11, -0.29, -0.13], [0.51, -0.25, 0.09], [0.34, -0.45, -0.64], [-0.04, -0.03, 0.00], [0.24, -0.24, -0.26], [-0.20, -0.24, 0.07], [-0.60, -0.05, 0.82], [0.09, 0.08, 0.03], [0.22, 0.01, -0.04], [-0.19, 0.04, 0.04], [-0.18, -0.32, 0.14], [0.16, 0.08, 0.05], [-0.16, 0.12, 0.00], [0.93, 0.29, -0.13], [-0.21, -0.40, -0.09], [0.22, 0.38, 0.91], [0.29, 0.31, 0.04], [-1.36, 0.96, -1.18], [-0.44, -0.24, 0.26], [-0.01, 0.26, -0.16], [-0.35, -0.05, 0.13], [-0.11, -0.02, -0.07], [0.39, 0.08, -0.16], [-0.08, -0.04, -0.06], [-0.37, 0.18, 0.57], [0.40, -0.29, -0.08], [0.46, -0.25, 0.44], [-0.21, 0.22, 0.21], [-0.07, 0.23, 0.06], [0.14, -0.37, 0.08], [0.07, 0.06, 0.14], [-0.67, 0.53, 0.06], [0.16, 0.10, -0.06], [0.41, 0.01, 0.56], [-0.15, -0.08, 0.04], [0.60, -0.45, 0.59], [0.06, 0.12, -0.14], [-0.33, -0.74, 0.30], [-0.56, -0.11, 0.62], [0.05, -0.42, 0.40], [-0.01, 0.00, -0.02], [-0.07, 0.19, -0.41], [0.07, 0.41, -0.15], [-0.30, -0.97, -0.32], [-0.71, 0.76, 0.43], [-0.11, -0.05, 0.03], [0.13, 0.06, -0.04], [0.02, 0.04, -0.08], [0.16, 0.03, 0.08], [0.03, -0.01, -0.03], [-0.03, -0.16, -0.07], [0.06, -0.03, 0.00], [-0.15, 0.02, -0.23], [-0.03, -0.02, 0.15], [0.11, 0.04, -0.12], [0.10, 0.09, -0.07], [-0.15, 0.10, -0.02], [0.13, -0.06, -0.06], [0.17, 0.13, 0.00], [-0.03, 0.18, 0.05], [-0.05, 0.09, -0.14], [-0.07, 0.09, -0.10], [-0.06, -0.07, -0.42], [0.02, -0.18, 0.00], [0.21, 0.11, -0.13], [-0.04, -0.18, -0.06], [-0.10, 0.17, 0.16], [-0.13, -0.19, -0.01], [-0.12, 0.04, 0.05], [-0.18, -0.03, -0.10], [0.12, -0.03, 0.08], [-0.11, -0.12, -0.03], [0.10, -0.04, 0.01], [0.02, 0.08, 0.07], [-0.04, 0.02, -0.02], [0.02, 0.00, 0.03], [0.05, 0.11, -0.14], [0.03, 0.02, 0.01], [-0.02, -0.13, 0.06], [0.02, 0.01, -0.03], [-0.09, -0.07, 0.02], [0.41, -0.20, -0.97], [0.03, 0.12, 0.00], [-0.09, 0.13, -0.07], [-0.12, -0.03, -0.02], [-0.01, 0.05, 0.15], [0.02, 0.05, 0.16], [0.07, -0.09, -0.12], [0.00, 0.10, -0.12], [0.08, 0.04, -0.02], [0.04, 0.16, -0.14], [-0.28, 0.00, 0.00], [-0.02, 0.02, -0.08], [-0.04, 0.07, -0.10], [-0.06, 0.13, 0.00], [-0.18, -0.17, -0.42]]}



[2]
{"formula": "C28H51BCrN4O2P2", "method": "ωB97M-V/def2-TZVPD", "total_charge": 1, "e_above_lowest_ev": 0.662, "spin_multiplicity": 2, "gap_ev": [7.17, 7.07], "elements": ["Cr", "P", "P", "O", "O", "N", "N", "N", "N", "C", "C", "C", "C", "C", "C", "C", "C", "C", "C", "C", "C", "C", "C", "C", "C", "C", "C", "C", "C", "C", "C", "C", "C", "C", "C", "C", "C", "B", "H", "H", "H", "H", "H", "H", "H", "H", "H", "H", "H", "H", "H", "H", "H", "H", "H", "H", "H", "H", "H", "H", "H", "H", "H", "H", "H", "H", "H", "H", "H", "H", "H", "H", "H", "H", "H", "H", "H", "H", "H", "H", "H", "H", "H", "H", "H", "H", "H", "H", "H"], "xyz": [[0.10200, -0.47727, 0.00262], [-0.94777, -0.28165, -2.27693], [0.46355, 0.31448, 2.39844], [-1.35350, -2.54740, 0.29649], [3.34546, -0.72547, -0.42779], [2.09604, -1.30598, -0.14680], [-0.61313, 2.31304, 1.00973], [-1.64152, 1.85921, -0.95216], [-0.11622, -2.31387, 0.18579], [-2.48297, -1.21664, -4.52333], [2.13007, -2.60381, -0.00136], [-0.92661, -0.43283, 3.46893], [0.62322, -4.66561, 0.34790], [1.17421, 1.45330, -2.55760], [-0.99411, 0.09388, 4.90215], [-0.88467, 3.51530, 0.38203], [-3.17657, -1.92089, -2.22709], [1.18908, -0.55699, -4.03703], [0.31171, 0.54661, -3.44744], [-1.48928, 5.53889, -1.39128], [2.02825, 1.49232, 4.53573], [3.38072, -3.41325, -0.06528], [-1.98012, -1.62895, -3.14177], [0.01599, 2.13627, 2.28707], [-1.53193, 3.22828, -0.84276], [-0.84868, 5.82070, -0.19162], [-0.55034, 4.81653, 0.71360], [0.85252, -3.19899, 0.19132], [-1.85045, 4.24530, -1.72678], [3.14397, 0.92759, 2.38169], [-2.17533, 1.10469, -2.05155], [2.51310, -0.88602, 3.95931], [-0.26779, 1.40684, -4.57062], [-1.13679, -2.90410, -3.22202], [-0.75178, -1.95383, 3.50327], [-2.24219, -0.12253, 2.74901], [2.08911, 0.46994, 3.39866], [-1.01189, 1.24514, 0.16608], [2.05597, -0.12730, -4.53605], [3.47958, 0.08934, 1.77936], [-3.19027, -1.96229, -4.88452], [4.01537, 1.32483, 2.89933], [0.63585, -1.12690, -4.77877], [-0.82151, -2.37368, 2.50462], [-2.36249, 4.04097, -2.65462], [1.85934, 2.50141, 4.17365], [-1.70517, 6.34150, -2.07820], [1.50751, 0.92094, -1.65825], [-1.67127, -1.16066, -5.24329], [-3.15281, 0.69288, -1.78067], [3.53098, -0.82483, 4.34345], [-1.55234, -2.39507, 4.09482], [-0.23652, -2.77955, -3.81666], [-2.43397, 0.94631, 2.69025], [-0.15656, -0.26363, 5.49519], [-0.85479, -3.22275, -2.22002], [0.54459, 1.69950, -5.23410], [-3.06892, -0.58227, 3.28701], [1.54446, -1.22800, -3.25278], [-3.64119, -2.85693, -2.53401], [0.19260, -2.25061, 3.94944], [0.62618, 2.34220, -2.24587], [-2.29606, 1.70403, -2.95555], [2.76415, 1.71399, 1.72748], [-1.72017, -3.70337, -3.67755], [-0.44576, -4.83131, 0.46519], [0.92075, 2.75100, 2.35347], [3.25049, -4.34802, 0.46847], [3.62977, -3.63880, -1.10325], [1.26421, 1.25827, 5.26591], [2.49161, -1.65305, 3.18640], [-1.90148, -0.28024, 5.37536], [-2.23360, -0.53834, 1.74151], [-0.65143, 2.42781, 3.10962], [-3.00331, -0.26145, -4.48555], [-1.00454, 0.87861, -5.16538], [-3.93446, -1.14483, -2.29059], [4.21552, -2.86048, 0.36114], [1.14200, -5.04436, 1.22645], [-0.71196, 2.32007, -4.18265], [2.98502, 1.49405, 5.05600], [-2.85683, -2.03469, -1.19131], [2.05593, 1.77754, -3.10909], [-0.58025, 6.84015, 0.03764], [-1.03017, 1.18023, 4.94323], [3.22890, 0.23447, -0.43558], [0.97773, -5.21051, -0.52591], [1.87347, -1.19487, 4.78083], [-0.05950, 5.04646, 1.64580]], "atomic_forces_ev_per_a": [[1.02, 0.06, -0.15], [-0.42, 0.32, -0.62], [-0.40, 0.42, 0.63], [-0.10, 0.33, 0.31], [-0.13, -0.51, -0.01], [0.27, 0.19, -0.16], [0.12, -0.16, 0.27], [-0.16, -0.19, -0.07], [0.28, -1.60, -0.05], [0.18, 0.03, 0.18], [0.94, 1.41, -0.35], [0.21, 0.03, -0.08], [-0.20, 0.26, -0.04], [-0.24, 0.01, 0.05], [0.10, 0.02, -0.16], [-0.23, 0.23, -0.45], [0.11, 0.16, 0.16], [-0.14, 0.00, 0.11], [-0.05, -0.24, 0.31], [-0.03, 0.05, -0.06], [-0.21, -0.05, -0.09], [0.03, 0.23, 0.09], [0.35, 0.07, 0.22], [0.19, -0.11, 0.13], [0.14, 0.45, 0.35], [-0.02, 0.08, 0.03], [0.01, -0.06, 0.14], [-1.23, -0.42, 0.21], [-0.07, -0.10, -0.05], [-0.11, -0.09, 0.03], [-0.13, -0.38, -0.07], [-0.14, 0.03, -0.06], [-0.03, -0.13, 0.15], [0.08, 0.07, 0.05], [0.12, 0.06, -0.14], [0.19, 0.02, -0.08], [-0.09, -0.19, -0.38], [-0.19, 0.32, -0.15], [0.09, 0.11, -0.01], [0.00, -0.04, -0.11], [-0.06, -0.10, 0.01], [0.06, 0.05, 0.10], [0.03, -0.14, -0.05], [-0.02, -0.09, -0.03], [-0.04, -0.03, -0.12], [-0.01, 0.15, -0.01], [-0.06, 0.09, -0.06], [0.14, 0.01, 0.01], [0.04, 0.06, -0.13], [0.12, 0.07, -0.17], [0.09, 0.06, 0.00], [-0.10, 0.00, 0.09], [0.06, -0.01, -0.04], [-0.07, 0.14, -0.01], [0.08, 0.03, 0.08], [0.05, -0.11, 0.06], [0.09, 0.06, -0.07], [-0.06, -0.07, 0.12], [0.08, -0.12, -0.04], [-0.01, -0.07, -0.09], [0.08, -0.06, 0.07], [0.02, 0.03, 0.08], [0.07, -0.05, 0.10], [0.05, 0.11, -0.09], [-0.11, -0.04, -0.02], [0.03, -0.09, 0.01], [-0.10, -0.12, 0.04], [0.00, -0.09, 0.01], [-0.01, 0.01, -0.05], [-0.08, 0.00, 0.10], [0.00, -0.15, -0.05], [-0.09, -0.05, -0.02], [-0.12, -0.02, -0.05], [0.14, -0.03, -0.08], [-0.05, 0.10, -0.09], [-0.07, -0.02, -0.08], [-0.11, 0.06, -0.01], [0.00, 0.00, -0.04], [-0.01, -0.10, 0.07], [-0.07, 0.10, -0.01], [0.13, -0.04, -0.01], [-0.11, 0.00, -0.01], [0.11, 0.01, -0.02], [0.02, 0.08, 0.04], [0.01, 0.11, 0.07], [-0.29, -0.18, 0.09], [0.01, -0.10, -0.03], [-0.05, -0.08, 0.09], [0.08, 0.02, 0.14]]}